18
Properties=species:S:1:pos:R:3 method="wB97M-V/def2-TZVPD" multiplicity=1 energy_ha=-384.951371 smiles=C[C@]12CO[C@@H]1CCO2 homo_energy_ev=-9.62 orbital_gap_ev=10.586 max_force_ev_per_a=3.5
C -0.748 1.254 1.061
C -0.304 0.431 -0.157
C -1.624 0.013 -0.736
O -1.540 -1.124 0.187
C 0.019 -1.000 0.015
C 1.410 -0.965 0.639
C 1.946 0.239 -0.297
O 0.780 0.972 -0.857
H 0.002 1.564 1.788
H -1.492 0.573 1.521
H -1.320 2.217 0.716
H -2.509 0.674 -0.587
H -1.740 -0.404 -1.787
H 0.169 -1.483 -0.943
H 2.017 -1.883 0.690
H 1.595 -0.618 1.733
H 2.593 1.018 0.132
H 2.572 -0.283 -1.052

***

22
Properties=species:S:1:pos:R:3 method="wB97M-V/def2-TZVPD" multiplicity=2 energy_ha=-237.765597 homo_energy_ev="-15.04 / -14.93" charge=+1 orbital_gap_ev="11.993 / 4.159" s_squared=0.7531 max_force_ev_per_a=2.1
C -1.706 0.458 -1.390
C -1.649 1.980 -1.453
C -0.471 -0.230 -1.732
H -2.390 0.031 -2.188
H -2.130 0.092 -0.443
H -0.789 2.286 -0.855
H -1.544 2.293 -2.488
H 0.500 -0.191 -1.091
H -2.559 2.416 -1.036
H 0.077 0.256 -2.574
H -0.741 -1.298 -1.724
C 1.019 -1.253 1.462
C 0.379 -0.140 2.310
C 2.353 -0.873 0.827
H 1.159 -2.070 2.170
H 0.378 -1.555 0.624
H 0.603 0.858 1.911
H 0.734 -0.230 3.335
H 2.948 -0.213 1.446
H 2.972 -1.767 0.659
H -0.713 -0.179 2.257
H 2.205 -0.492 -0.169